Formula: C3H10NS2
Source: OMol25
Level of theory: ωB97M-V/def2-TZVPD

```
16
Properties=species:S:1:pos:R:3:nbo_charge:R:1
S 1.47 1.93 1.93 -0.099
S 2.69 0.25 1.72 -0.150
H 0.30 1.27 1.93 0.131
H 2.63 -0.17 2.99 0.170
C -2.12 -1.31 -0.21 -0.650
C -0.77 -0.89 -0.69 -0.106
C -0.48 0.37 -0.92 -0.107
N 0.93 0.76 -1.19 -0.704
H -2.83 -0.49 -0.16 0.232
H -2.52 -2.10 -0.85 0.250
H -2.01 -1.76 0.77 0.247
H -0.01 -1.66 -0.74 0.220
H -1.12 1.24 -0.84 0.234
H 1.50 -0.06 -1.42 0.443
H 1.01 1.44 -1.96 0.442
H 1.34 1.19 -0.34 0.449
```

The lowest unoccupied orbital energy is -3.3 eV. The calculation puts the energy relative to the best compared isomer or geometry (same formula, charge and spin) at 21.6 kcal/mol. For the strongest force on any atom, the calculation gives 0.75 eV Å⁻¹. For the gap between HOMO and LUMO, the calculation gives 10.208 eV. For the electronic energy, the calculation gives -971.1601 a.u. The total charge is +1.